# C6H8CrO6

A molecular structure, C6H8CrO6 in a non-equilibrium geometry (the ωB97M-V functional and the def2-TZVPD basis, OMol25).

Summary:
Lowest unoccupied orbital energy (spin up / spin down) ... -6.74 / -5.50 eV
Spin multiplicity ... 4
Total energy ... -1729.0154 Ha
Net charge ... +1
HOMO-LUMO gap (spin up / spin down) ... 7.7 / 9.0 eV

Last column: Löwdin charge in e.
Atoms and positions in Å:
1 O -1.44881 -0.91312 2.01070  -0.2236
2 C -1.33693 1.34929 -0.81008  -0.3811
3 C -2.19094 -1.46714 0.99225  -0.2445
4 O -1.71479 2.42163 -1.21194  0.2220
5 O -2.17111 0.33736 -0.70723  0.0730
6 C -1.81129 -1.03715 -0.41847  -0.0988
7 H -3.26997 -1.24738 1.12438  0.1551
8 H -2.10422 -2.57477 0.97294  0.1451
9 H -2.37391 -1.62616 -1.15313  0.1531
10 H -0.74297 -1.18599 -0.62424  0.1251
11 H 3.46675 -0.49081 0.23561  0.1457
12 O 0.08276 1.53365 1.07049  0.0269
13 O 1.39401 -0.73391 0.51825  -0.2982
14 C 2.47996 -0.31790 -0.23069  -0.2355
15 C 2.36629 1.17522 -0.50487  -0.0682
16 O 1.01978 1.41475 -0.99012  0.1000
17 C 0.04255 1.21039 -0.13772  -0.3538
18 H 2.44639 -0.84862 -1.20178  0.1490
19 H 3.02370 1.48817 -1.32188  0.1540
20 H 2.54056 1.78107 0.39262  0.1424
21 Cr 0.30219 -0.26858 1.99490  1.3122

Cartesian forces (eV/Å) of the 6 atoms listed first:
O 3.1245 1.0557 0.6450
C -1.4497 0.7237 -0.1011
C -1.2474 -1.0595 -1.3857
O 1.3780 -1.2668 0.4912
O -0.5119 -0.7843 0.0738
C 0.3512 0.4699 -0.3775